37
Properties=species:S:1:pos:R:3:mulliken_charge:R:1 method="wB97M-V/def2-TZVPD" total_charge=+1 orbital_gap_ev=6.14 e_tot_ha=-1487.56063
C -0.0366 -1.8418 -2.2603 -0.842
N 0.4174 -0.5439 -1.8436 0.338
C -0.1361 0.6462 -2.3865 -0.657
N 1.6185 -0.4265 -1.1524 0.040
C 2.8283 -0.6655 -1.8245 -0.065
O 2.9409 -0.7951 -3.0305 -0.494
H -0.6403 -1.7317 -3.1752 0.331
H 0.7928 -2.5440 -2.4367 0.300
H -0.6853 -2.2768 -1.4776 0.156
H -0.5810 0.4788 -3.3851 0.317
H -0.9514 0.9568 -1.6914 0.142
H 0.6183 1.4454 -2.4013 0.269
H 1.5821 -0.9206 -0.2393 0.018
H 3.6635 -0.6806 -1.0882 0.376
C 2.0933 3.3533 1.0819 -0.399
C 0.8111 3.5472 0.5627 -0.682
C -0.1326 2.5224 0.6200 -0.367
C 0.2398 1.2319 1.0694 0.604
C -0.5977 0.0791 0.7432 0.264
S -0.0028 -1.5047 1.0231 -0.091
C -1.3790 -2.5001 1.7004 -0.643
C -2.6468 -1.7420 2.0124 -0.682
C -3.1912 -1.0635 0.7713 -0.677
S -2.1630 0.3086 0.1215 -0.037
C 1.5009 1.0848 1.6971 -0.339
C 2.4240 2.1300 1.6777 -0.649
H 2.8545 4.1258 0.9644 0.412
H 0.5577 4.4856 0.0657 0.401
H -1.1508 2.7034 0.2550 0.471
H -1.5584 -3.3136 0.9852 0.399
H -0.9131 -2.8963 2.6105 0.418
H -3.3959 -2.4479 2.3893 0.357
H -2.4722 -1.0101 2.8019 0.333
H -3.3687 -1.7784 -0.0422 0.401
H -4.1261 -0.5371 0.9999 0.455
H 1.7592 0.1435 2.2037 0.415
H 3.4267 1.9774 2.0786 0.407

39
Properties=species:S:1:pos:R:3:mulliken_charge:R:1 method="wB97M-V/def2-TZVPD" orbital_gap_ev=9.93 e_above_lowest_ev=0.959 e_tot_ha=-1012.94106
H -2.1024 1.7518 3.1126 0.231
N -1.7126 1.3868 2.2748 -0.713
C -1.2614 2.2801 1.4545 0.075
O -1.5055 3.5293 1.8675 -0.580
C -0.7408 2.0404 0.0396 1.729
C -1.9213 1.5204 -0.8194 -1.879
O -0.3638 3.2908 -0.6272 -0.682
C 0.5540 1.2398 -0.0806 -0.608
O 1.6618 2.0244 0.4361 -0.785
C 0.6902 -0.2285 0.5447 1.400
O 0.4763 -0.1113 1.9438 -0.732
C -0.2744 -1.3179 -0.0416 -0.355
C -0.6355 -1.3396 -1.4048 0.088
C -1.5152 -2.3229 -1.9126 -1.141
C -2.0841 -3.2458 -1.0718 -0.448
C -1.6916 -3.3181 0.2551 -0.695
C -0.8001 -2.3619 0.7732 -0.411
C 2.1682 -0.7833 0.3914 -0.613
O 3.0923 -0.0399 1.1907 -0.631
C 2.7739 -0.9716 -1.0175 -0.788
O 3.0417 0.2839 -1.7361 -0.550
H -1.2001 4.0581 1.1032 0.462
H -2.3383 0.5699 -0.4428 0.352
H -2.7117 2.2793 -0.8001 0.463
H -1.6413 1.3331 -1.8736 0.320
H 0.6031 3.4003 -0.5438 0.425
H 0.7418 1.0882 -1.1221 0.640
H 2.3928 1.4007 0.6651 0.714
H -0.4666 0.1647 2.0824 0.519
H -0.3094 -0.5904 -2.1021 0.623
H -1.8143 -2.3141 -2.9466 0.408
H -2.8161 -3.9658 -1.4123 0.398
H -2.0398 -4.1009 0.9107 0.421
H -0.5373 -2.4927 1.8200 0.405
H 2.1255 -1.8399 0.7586 0.422
H 2.8031 -0.0777 2.1373 0.482
H 3.7199 -1.5307 -0.9776 0.392
H 2.0522 -1.5559 -1.6264 0.300
H 3.5868 0.8670 -1.2023 0.344